(a)
{
  "formula": "C6H14NS",
  "method": "ωB97M-V/def2-TZVPD",
  "species": ["C", "H", "H", "S", "H", "C", "H", "H", "H", "C", "H", "C", "H", "H", "H", "N", "H", "H", "H", "C", "H", "C"],
  "xyz": [[0.16102, 0.05951, 1.66331], [-1.94025, 0.44061, 1.91008], [-1.54228, -1.26808, 1.57820], [-0.56476, -2.67616, -2.91116], [-0.60945, 1.99552, 0.02096], [1.28112, 0.03402, -0.55800], [-0.51718, 0.42841, -1.71337], [0.72042, -0.83677, 1.88436], [0.69107, -0.47310, -2.58924], [0.37194, 2.06223, 0.42004], [-1.42711, -1.59214, -0.95338], [-0.43801, -1.69867, -1.38957], [-1.51808, -0.11036, 0.27449], [0.08899, -2.20756, -0.56736], [0.26942, 2.56815, 1.35942], [0.95734, 0.76203, 0.67881], [1.03942, 2.65983, -0.17322], [1.78857, -0.87987, -0.26859], [2.04016, 0.68242, -0.98983], [0.25585, -0.36325, -1.61350], [0.18654, 0.65582, 2.59653], [-1.29472, -0.24261, 1.34102]],
  "lowdin_charge": [-0.27, 0.07, 0.07, 0.08, 0.06, -0.21, 0.10, 0.10, 0.04, -0.11, 0.00, -0.84, 0.05, 0.04, 0.07, -0.23, 0.08, 0.11, 0.10, -0.31, 0.10, -0.10],
  "multiplicity": 1,
  "gap_ha": 0.20929,
  "lumo_energy_ev": 3.43,
  "smiles": "CCN(C)CCC[S-]",
  "homo_ev": -2.27,
  "total_charge": -1
}

***

(b)
{
  "formula": "C6H14NS",
  "method": "ωB97M-V/def2-TZVPD",
  "species": ["H", "H", "H", "H", "H", "C", "H", "H", "N", "H", "H", "H", "C", "S", "C", "H", "C", "H", "C", "C", "H", "H"],
  "xyz": [[2.00447, -1.14983, -1.25374], [-2.37886, -1.77718, 1.70900], [-0.22164, -1.56217, 0.38780], [1.55348, 1.33684, -1.88822], [-0.42472, 0.27616, -0.85163], [-0.09440, 0.54052, 0.08760], [-2.73744, -0.76334, -0.54820], [-3.98767, -0.13702, 0.71734], [1.28351, 0.60772, 0.21603], [0.15423, -0.69598, 1.86247], [1.69717, 1.20095, 0.90035], [3.45734, -0.56323, -0.59753], [2.08658, 0.99822, -1.06067], [2.98020, -0.66568, -3.16569], [-0.47162, -0.59458, 0.98215], [-0.61219, 1.46604, 0.36821], [-1.91821, -0.74196, 1.54234], [-2.84104, 0.91820, 0.11288], [2.68802, -0.33833, -1.32603], [-2.85156, -0.18374, 0.38226], [2.73384, 1.80064, -0.92060], [-2.09949, 0.02773, 2.34389]],
  "lowdin_charge": [-0.02, 0.11, 0.14, 0.05, 0.10, -0.32, 0.06, 0.08, -0.09, 0.09, 0.09, 0.04, -0.27, -0.03, -0.24, 0.11, -0.24, 0.06, -0.74, -0.18, 0.07, 0.10],
  "multiplicity": 1,
  "gap_ha": 0.19370,
  "lumo_energy_ev": 3.25,
  "smiles": "CCCCNCC[S-]",
  "homo_ev": -2.02,
  "total_charge": -1
}

***

Winner for stability: (a)

***

(a)
{
  "formula": "C6H13N4",
  "method": "ωB97M-V/def2-TZVPD",
  "species": ["H", "N", "H", "H", "H", "N", "C", "H", "H", "C", "N", "H", "C", "H", "H", "C", "H", "C", "H", "C", "H", "H", "N"],
  "xyz": [[3.40550, 1.91953, -0.55369], [0.51289, 0.46258, -0.20225], [-1.30125, 1.52776, 0.95433], [-0.71501, 0.54496, -1.77588], [-2.30489, -1.93142, 0.49544], [-3.84054, 0.08639, 0.24925], [1.49971, -0.43602, -0.33896], [-4.27924, -0.79891, 0.36414], [3.41553, -0.89592, -0.05070], [-1.71125, 1.20519, 0.01510], [-1.78669, -1.09915, 0.33888], [2.37737, 1.73941, 0.80467], [3.24004, 1.27726, 0.25066], [-4.32445, 0.90300, 0.64378], [-2.30894, 1.87748, -0.50298], [1.24691, -1.85944, -0.26542], [1.95431, -2.46867, 0.15158], [-0.53730, 0.80192, -0.80612], [0.91633, -2.15165, -1.38119], [-2.48885, -0.05403, 0.31008], [0.30222, -1.84365, 0.25725], [4.03889, 1.23818, 1.02002], [2.68870, -0.04482, 0.02199]],
  "lowdin_charge": [0.07, 0.17, 0.13, 0.12, 0.06, 0.16, -0.35, 0.10, 0.23, -0.07, 0.14, 0.11, -0.03, 0.13, 0.10, 0.02, 0.06, -0.05, 0.17, -0.49, 0.06, 0.11, 0.02],
  "multiplicity": 1,
  "gap_ha": 0.35334,
  "lumo_energy_ev": -3.59,
  "smiles": "[H]/N=C(\\N)C/C=N/C(C)=[NH+]\\C",
  "homo_ev": -13.21,
  "total_charge": 1
}

***

(b)
{
  "formula": "C6H13N4",
  "method": "ωB97M-V/def2-TZVPD",
  "species": ["H", "C", "N", "C", "H", "C", "H", "H", "C", "H", "H", "N", "H", "H", "H", "H", "C", "C", "H", "N", "H", "H", "N"],
  "xyz": [[-1.85144, -1.84021, 0.11227], [0.03838, 0.31611, 1.41397], [-1.54009, -1.37024, -0.74081], [1.52646, 0.18372, -1.11618], [2.21392, 0.74387, -1.71409], [0.85340, -0.91789, 0.94426], [-0.84219, 0.00184, 1.96896], [-2.30966, -1.43887, -1.36188], [0.55655, 1.34828, -0.70241], [0.32079, 1.78032, -1.60034], [-1.84300, 0.59708, -1.40939], [2.07099, -0.33680, 0.20167], [0.60249, 0.94943, 2.01548], [2.67908, 0.40620, 0.54005], [1.05224, 2.04741, -0.14768], [0.93112, -0.57566, -1.62275], [-1.66232, 0.28864, -0.41130], [-2.83028, 0.51306, 0.41384], [2.70771, -1.21705, 0.08287], [-3.79914, 0.71401, 0.95217], [1.23698, -1.46095, 1.74614], [0.38463, -1.57601, 0.26785], [-0.49659, 0.84372, 0.16730]],
  "lowdin_charge": [0.07, -0.08, 0.06, -0.07, 0.13, -0.06, 0.14, 0.04, -0.11, 0.11, 0.14, 0.07, 0.12, 0.18, 0.10, 0.13, -0.26, -0.19, 0.23, 0.20, 0.11, 0.09, -0.14],
  "multiplicity": 1,
  "gap_ha": 0.35454,
  "lumo_energy_ev": -3.43,
  "smiles": "N#C[C@H](N)N1CC[NH2+]CC1",
  "homo_ev": -13.08,
  "total_charge": 1
}

***

Winner for stability: (a)

***

(a)
{
  "formula": "C5H14N3O",
  "method": "ωB97M-V/def2-TZVPD",
  "species": ["C", "H", "C", "C", "H", "H", "H", "H", "C", "H", "H", "H", "H", "H", "N", "C", "N", "H", "H", "N", "O", "H", "H"],
  "xyz": [[-1.97979, 0.20862, -1.35639], [-2.34882, -0.69504, 1.95277], [1.49374, 1.73109, -0.03062], [-2.50628, -0.06893, 1.06907], [-3.59889, -0.42387, 0.76184], [-3.00641, -0.42138, -1.58880], [-2.27419, 1.27752, -1.27074], [-0.28907, -1.58179, 1.06387], [-0.46373, -1.07088, 0.16689], [-1.24368, 0.07542, -2.02838], [-2.43058, 0.98525, 1.39299], [2.07787, -2.04638, -1.27117], [1.94007, 1.76546, -1.07422], [3.24345, -0.02284, -0.49860], [-1.57640, -0.33939, -0.04504], [2.64504, -0.41601, 0.33850], [1.75193, 0.42924, 0.71079], [1.98303, 2.55320, 0.44522], [0.43746, 2.02139, 0.02727], [0.35540, -1.19517, -0.80502], [1.48389, -1.98672, -0.50373], [3.06841, -1.10838, 0.98325], [1.23757, 0.32959, 1.56027]],
  "lowdin_charge": [-0.02, 0.08, 0.00, -0.06, 0.13, 0.16, 0.10, 0.14, -0.20, 0.02, 0.09, 0.13, 0.13, 0.14, -0.21, 0.06, -0.02, 0.08, 0.09, 0.00, -0.07, 0.11, 0.15],
  "multiplicity": 1,
  "gap_ha": 0.31658,
  "lumo_energy_ev": -3.48,
  "homo_ev": -12.09,
  "total_charge": 1
}

***

(b)
{
  "formula": "C5H14N3O",
  "method": "ωB97M-V/def2-TZVPD",
  "species": ["N", "H", "C", "C", "H", "H", "N", "H", "C", "H", "C", "C", "H", "H", "H", "H", "H", "H", "H", "H", "O", "N", "H"],
  "xyz": [[1.35834, 1.64610, 3.07497], [0.53293, -1.53046, -1.33557], [-0.08435, -0.77792, -0.98697], [-1.23225, -0.48460, -1.77574], [1.02148, 2.58514, 2.91007], [1.74093, -1.94392, 0.68723], [-0.97003, 1.30533, 0.79244], [-0.98653, 2.19406, 1.30264], [1.93541, -0.86959, 0.64814], [-0.62742, -0.90813, -3.60470], [0.58619, -0.33521, 0.25169], [-1.50557, -1.32613, -2.99607], [-1.85169, 0.28604, -1.41144], [2.61331, -0.56541, -0.02361], [2.34861, 1.73072, 3.20057], [0.77646, 1.04055, 1.99040], [1.10635, 1.50845, 4.04341], [2.32152, -0.45509, 1.47944], [-1.89176, 0.94116, 0.75699], [-1.33194, -2.33406, -2.62144], [-2.86731, -1.11161, -3.30295], [0.17110, 0.57252, 1.08932], [-3.16378, -1.16794, -4.16882]],
  "lowdin_charge": [0.11, 0.08, 0.00, 0.02, 0.09, 0.12, 0.07, 0.10, 0.02, 0.16, -0.23, -0.23, 0.08, 0.06, 0.09, 0.06, 0.10, 0.04, 0.09, 0.13, -0.01, -0.02, 0.06],
  "multiplicity": 1,
  "gap_ha": 0.32763,
  "lumo_energy_ev": -3.69,
  "homo_ev": -12.61,
  "total_charge": 1
}

***

Winner for stability: (b)

***

(a)
{
  "formula": "C5H14N3O",
  "method": "ωB97M-V/def2-TZVPD",
  "species": ["H", "C", "H", "H", "C", "H", "H", "H", "N", "H", "N", "O", "C", "H", "C", "H", "H", "H", "C", "H", "H", "H", "N"],
  "xyz": [[1.51854, -0.02020, 2.30006], [0.70267, 0.47028, 1.78997], [-0.97340, 1.89121, 0.49488], [-1.76588, 0.77028, 1.53141], [-0.63386, -0.25337, 0.17014], [-2.40982, 1.14005, -0.14743], [-1.83574, -0.44961, -1.62163], [1.07110, 1.40524, 1.15611], [0.33025, -0.58573, 0.92388], [2.01908, -1.52772, 0.87285], [0.86527, 0.96326, -1.21473], [1.37816, 2.42881, -2.73650], [1.01414, -1.81576, 0.74691], [0.91730, 1.80619, -0.67753], [-1.52410, 0.93375, 0.55364], [1.18466, 0.46539, -2.99567], [0.81684, -2.31583, -0.20929], [0.70715, -2.46823, 1.68405], [-1.37283, -1.14439, -0.80495], [-0.13519, 0.72560, 2.46626], [-0.70650, -1.85915, -1.38701], [-2.32243, -1.80573, -0.49143], [1.15457, 1.24566, -2.40401]],
  "lowdin_charge": [0.10, -0.01, 0.10, 0.06, -0.35, 0.14, 0.11, 0.14, -0.20, 0.09, 0.13, 0.03, 0.02, 0.07, -0.01, 0.16, 0.10, 0.17, -0.03, 0.12, 0.08, 0.16, -0.17],
  "multiplicity": 1,
  "gap_ha": 0.37461,
  "lumo_energy_ev": -4.01,
  "homo_ev": -14.20,
  "total_charge": 1
}

***

(b)
{
  "formula": "C5H14N3O",
  "method": "ωB97M-V/def2-TZVPD",
  "species": ["C", "H", "H", "H", "H", "C", "H", "H", "C", "H", "H", "N", "C", "H", "H", "H", "H", "H", "O", "C", "N", "H", "N"],
  "xyz": [[-2.06436, -0.10278, 1.10442], [-1.28020, -0.82336, 1.43368], [2.20857, -0.83357, 1.13608], [3.02477, 0.43444, -1.15542], [0.80466, 0.02862, 1.67098], [-0.10479, -0.47367, -0.61756], [1.82432, -0.19675, -2.24393], [2.42303, 0.92426, 1.25400], [1.68924, 0.07421, 1.00202], [2.23206, -1.24732, -0.90540], [-0.98721, 2.61719, -0.45391], [-1.25893, 0.79786, 0.40667], [2.13146, -0.22844, -1.25388], [-2.63272, 2.37984, 0.47413], [-2.72633, -0.57111, 0.36908], [1.03587, 1.34590, -0.56397], [-2.56755, 0.16266, 1.97139], [-0.46268, -0.38440, -1.70702], [-1.16448, -2.46083, -0.42897], [-1.63553, 1.98456, 0.16622], [1.15913, 0.35789, -0.36783], [-1.53265, -2.19977, -1.28507], [-0.11567, -1.58545, -0.00573]],
  "lowdin_charge": [-0.09, 0.09, 0.09, 0.14, 0.10, -0.26, 0.09, 0.15, 0.00, 0.11, 0.09, -0.13, -0.02, 0.12, 0.12, 0.17, 0.08, 0.19, -0.03, 0.06, -0.14, 0.09, -0.01],
  "multiplicity": 1,
  "gap_ha": 0.35127,
  "lumo_energy_ev": -3.43,
  "homo_ev": -12.99,
  "total_charge": 1
}

***

Winner for stability: (a)

***

(a)
{
  "formula": "C4H8NO2S",
  "method": "ωB97M-V/def2-TZVPD",
  "species": ["C", "C", "O", "H", "H", "H", "H", "H", "S", "O", "N", "H", "C", "H", "H", "C"],
  "xyz": [[-0.98870, 0.38592, -0.28690], [-0.72461, 1.70170, 0.43969], [0.17920, -0.81383, 1.87022], [0.48485, 0.84541, -1.69095], [-1.23332, -0.47229, 0.37533], [1.82752, -1.19471, -0.79709], [1.76996, -1.94882, 1.15136], [-1.78746, 0.59125, -1.01250], [-0.51257, 3.03150, -0.76760], [0.09935, -2.52130, 0.39095], [1.33570, -0.52767, -0.20097], [0.12373, 1.47243, 1.10508], [0.73476, -1.52369, 0.94381], [-0.02481, -0.86827, -1.67636], [-1.52240, 1.86012, 1.17860], [0.23881, -0.01776, -1.02267]],
  "lowdin_charge": [-0.33, -0.74, -0.02, 0.09, 0.11, 0.09, 0.20, 0.10, 0.32, -0.07, 0.06, 0.06, -0.74, 0.11, 0.06, -0.30],
  "multiplicity": 1,
  "gap_ha": 0.13644,
  "lumo_energy_ev": 0.36,
  "homo_ev": -3.35,
  "total_charge": -1
}

***

(b)
{
  "formula": "C4H8NO2S",
  "method": "ωB97M-V/def2-TZVPD",
  "species": ["H", "C", "H", "O", "H", "H", "H", "O", "H", "H", "H", "C", "C", "C", "S", "N"],
  "xyz": [[-3.78190, 1.05645, -1.16019], [0.45631, -0.05557, 0.42447], [-1.60527, -0.66332, -1.24039], [4.90385, 0.15222, -0.55637], [0.53436, 1.18564, 1.84766], [-0.89320, 1.42652, -0.35365], [3.25106, 0.61911, 0.54536], [0.78479, -0.96249, -0.35327], [-1.37478, 0.99414, 1.29321], [3.14667, -0.89596, -0.43360], [-1.94866, -1.34312, 0.28993], [-1.95725, -0.38965, -0.24728], [-0.97871, 0.59875, 0.36341], [3.78013, -0.03874, -0.16480], [-3.71177, 0.03482, -0.27860], [1.16997, 0.56772, 1.38194]],
  "lowdin_charge": [-0.17, -0.68, 0.07, -0.07, -0.04, 0.10, 0.04, -0.09, 0.08, 0.06, 0.07, -0.62, -0.23, -0.16, 0.63, 0.01],
  "multiplicity": 1,
  "gap_ha": 0.25730,
  "lumo_energy_ev": 2.97,
  "homo_ev": -4.03,
  "total_charge": -1
}

***

(c)
{
  "formula": "C4H8NO2S",
  "method": "ωB97M-V/def2-TZVPD",
  "species": ["C", "C", "O", "H", "C", "S", "N", "C", "H", "H", "H", "H", "O", "H", "H", "H"],
  "xyz": [[-0.90783, -0.53803, -1.41938], [1.15432, 1.78027, 1.49349], [2.38642, 1.50253, 1.44674], [-2.81181, -1.60389, -0.70418], [0.45107, -0.39417, 0.68297], [-1.94124, -2.00085, -1.58171], [0.02977, 0.92368, 1.00927], [0.48066, -0.64287, -0.80405], [1.54330, -0.48293, 1.09195], [1.05858, 0.23959, -1.26276], [-0.61936, -0.30699, -2.48979], [-0.85807, 1.08947, 1.38462], [0.59178, 2.74481, 1.98757], [-0.20588, -1.21142, 1.24781], [-1.37687, 0.38396, -0.98698], [1.02517, -1.48314, -1.09556]],
  "lowdin_charge": [-0.62, -0.77, -0.09, -0.19, -0.31, 0.67, -0.01, -0.30, 0.13, 0.14, 0.06, 0.08, -0.08, 0.14, 0.09, 0.07],
  "multiplicity": 1,
  "gap_ha": 0.25486,
  "lumo_energy_ev": 2.90,
  "smiles": "O=C([O-])NCCCS",
  "homo_ev": -4.04,
  "total_charge": -1
}

***

Winner for stability: (c)